Entry from the Open Molecules 2025 dataset: an isolated ion of composition C4H6FN2 and charge +1 at a distorted geometry (the ωB97M-V functional and the def2-TZVPD basis).

frontier orbital gap (spin up / spin down): 6.001 / 7.245 eV
⟨S²⟩: 2.01
DFT total energy: -9929.5524 eV
relative energy (zero: lowest compared OMol25 entry of this formula, charge and spin): 1.296 eV

```
! wB97M-V def2-TZVPD RIJCOSX def2/J DEFGRID3
* xyz 1 3
C -0.33 0.17 -2.10
C -0.92 -0.94 -0.13
C -0.41 0.54 1.85
C 0.24 1.32 -1.73
N -0.89 -0.83 -1.34
N -0.18 -0.24 0.90
F 0.47 1.88 -0.49
H -0.36 0.06 -3.11
H -1.44 -1.78 0.37
H 0.45 0.69 2.51
H -1.36 1.07 2.06
H 0.77 1.96 -2.51
H 0.82 -0.52 0.75
*
```


Entry from the Open Molecules 2025 dataset: C4H6FN2 as an isolated structure at a distorted geometry (the ωB97M-V functional and the def2-TZVPD basis).

frontier orbital gap (spin up / spin down): 5.944 / 9.454 eV
⟨S²⟩: 2.01
DFT total energy: -9926.9326 eV
relative energy (zero: lowest compared OMol25 entry of this formula, charge and spin): 3.916 eV

```
! wB97M-V def2-TZVPD RIJCOSX def2/J DEFGRID3
* xyz 1 3
C 2.32 -0.15 -0.38
C -1.64 -1.01 -0.33
C -1.74 -0.35 0.80
C -0.56 1.14 0.06
N 0.57 0.93 -0.20
N 3.31 0.38 -0.01
F 1.99 -1.22 -0.91
H -0.74 -1.68 -0.46
H -2.28 -0.95 -1.16
H -2.57 0.23 0.95
H -0.92 -0.57 1.45
H -1.30 1.89 -0.12
H 3.55 1.37 0.31
*
```


Entry from the Open Molecules 2025 dataset: one molecule with the formula C4H6FNOS (the ωB97M-V functional and the def2-TZVPD basis).

frontier orbital gap: 9.879 eV
DFT total energy: -21333.0236 eV
relative energy (zero: lowest compared OMol25 entry of this formula, charge and spin): 2.882 eV

```
! wB97M-V def2-TZVPD RIJCOSX def2/J DEFGRID3
* xyz 0 1
C 2.19 -1.26 1.29
C 1.20 -0.92 0.20
C -1.23 0.27 0.42
C -2.21 1.12 0.18
H 2.59 -2.27 1.11
H 1.71 -1.25 2.25
H 3.01 -0.53 1.30
H -1.45 -0.75 0.74
H -3.28 0.87 0.31
H -0.05 -0.47 -1.69
N 0.98 -1.77 -0.72
O 0.13 -1.43 -1.73
F -1.97 2.38 -0.23
S 0.47 0.72 0.27
*
```


Entry from the Open Molecules 2025 dataset: C4H6FNOS as an isolated structure at a distorted geometry (the ωB97M-V functional and the def2-TZVPD basis).

frontier orbital gap: 9.323 eV
DFT total energy: -21332.0097 eV
relative energy (zero: lowest compared OMol25 entry of this formula, charge and spin): 3.896 eV

```
! wB97M-V def2-TZVPD RIJCOSX def2/J DEFGRID3
* xyz 0 1
C -0.95 -0.61 -0.06
C -0.15 0.36 -0.61
C 1.44 0.19 -0.41
C 0.69 1.06 0.53
H -2.83 -1.28 0.24
H -2.43 -0.42 -1.32
H -0.43 1.23 -1.29
H 2.09 0.61 -1.15
H 2.16 -1.41 1.57
H 0.31 0.88 1.57
N -2.34 -0.66 -0.36
O -0.67 -1.17 1.08
F 0.65 2.37 0.33
S 2.46 -1.14 -0.12
*
```


Entry from the Open Molecules 2025 dataset: one molecule with the formula C4H6FNS at a distorted geometry (the ωB97M-V functional and the def2-TZVPD basis).

frontier orbital gap: 8.893 eV
DFT total energy: -19286.7739 eV
relative energy (zero: lowest compared OMol25 entry of this formula, charge and spin): 1.253 eV

```
! wB97M-V def2-TZVPD RIJCOSX def2/J DEFGRID3
* xyz 0 1
C -0.72 -1.23 -0.18
C -1.30 1.06 -0.67
C 0.91 0.65 0.13
C 1.69 -0.11 0.93
H 0.06 -1.81 -0.62
H -1.61 -1.41 -0.79
H -0.84 -1.51 0.84
H -2.20 0.51 -0.92
H 1.25 1.65 -0.14
H 1.50 -1.12 1.20
N -0.35 0.19 -0.32
F 2.83 0.44 1.46
S -1.21 2.70 -0.91
*
```


Entry from the Open Molecules 2025 dataset: one molecule with the formula C4H6FNS at a distorted geometry (the ωB97M-V functional and the def2-TZVPD basis).

frontier orbital gap: 9.092 eV
DFT total energy: -19286.1943 eV
relative energy (zero: lowest compared OMol25 entry of this formula, charge and spin): 1.833 eV

```
! wB97M-V def2-TZVPD RIJCOSX def2/J DEFGRID3
* xyz 0 1
C -0.67 0.97 -0.14
C 0.60 0.26 0.09
C 1.71 0.97 0.22
C 0.60 -1.23 0.37
H -3.69 -0.62 -0.84
H -0.57 2.06 0.10
H 2.71 0.62 0.35
H 1.71 2.07 0.12
H 1.61 -1.53 0.77
H -0.20 -1.47 1.07
N -1.87 0.67 -0.39
F 0.42 -1.89 -0.82
S -2.36 -0.89 -0.89
*
```


Entry from the Open Molecules 2025 dataset: C4H6FNS2 as an isolated structure at a distorted geometry (the ωB97M-V functional and the def2-TZVPD basis).

frontier orbital gap: 8.387 eV
DFT total energy: -30118.6895 eV
relative energy (zero: lowest compared OMol25 entry of this formula, charge and spin): 4.352 eV

```
! wB97M-V def2-TZVPD RIJCOSX def2/J DEFGRID3
* xyz 0 1
C -1.96 1.38 -0.69
C -0.90 0.33 -0.23
C 1.64 -0.45 0.03
C 2.46 -0.18 1.01
H -3.63 0.08 -1.47
H -2.60 1.36 -2.67
H -2.56 1.51 0.35
H -1.35 2.22 -1.09
H 1.29 -1.54 -0.04
H 2.81 0.74 1.39
N -2.43 0.58 -1.77
F 3.00 -1.28 1.76
S -1.38 -1.19 0.34
S 0.67 0.98 -0.38
*
```


Entry from the Open Molecules 2025 dataset: one molecule with the formula C4H6FNS2 at a distorted geometry (the ωB97M-V functional and the def2-TZVPD basis).

frontier orbital gap: 8.804 eV
DFT total energy: -30121.5569 eV
relative energy (zero: lowest compared OMol25 entry of this formula, charge and spin): 1.485 eV

```
! wB97M-V def2-TZVPD RIJCOSX def2/J DEFGRID3
* xyz 0 1
C 0.96 0.55 -0.01
C -0.51 0.82 -0.11
C -1.57 0.36 0.88
C -1.45 -0.25 -0.48
H 3.25 -0.86 -1.11
H 0.62 -1.38 0.20
H -0.74 1.76 -0.57
H -2.43 1.00 1.00
H -1.28 -0.13 1.82
H -2.25 -0.07 -1.24
N 1.35 -0.68 0.16
F -1.04 -1.59 -0.50
S 3.01 -1.26 0.16
S 2.08 1.75 -0.20
*
```


Entry from the Open Molecules 2025 dataset: a 2-piece molecular cluster, C4H6FO2P overall (the ωB97M-V functional and the def2-TZVPD basis).

frontier orbital gap: 9.882 eV
DFT total energy: -20344.5747 eV

```
! wB97M-V def2-TZVPD RIJCOSX def2/J DEFGRID3
* xyz 0 1
C 2.21 0.20 -0.01
C 1.03 -0.03 0.06
P -0.67 -0.46 0.12
C -1.45 1.18 -0.34
C -0.76 2.35 0.28
O 0.10 3.02 -0.18
F -1.23 2.60 1.53
H 3.21 0.55 -0.12
H -0.88 -0.42 1.51
H -2.48 1.13 -0.02
H -1.36 1.28 -1.42
O 0.61 -3.50 -0.38
H 0.33 -4.18 -0.99
H 1.44 -3.82 -0.01
*
```


Entry from the Open Molecules 2025 dataset: C4H6FO4S as an isolated structure at a distorted geometry (the ωB97M-V functional and the def2-TZVPD basis).

frontier orbital gap: 8.722 eV
DFT total energy: -25987.3258 eV
relative energy (zero: lowest compared OMol25 entry of this formula, charge and spin): 2.069 eV

```
! wB97M-V def2-TZVPD RIJCOSX def2/J DEFGRID3
* xyz -1 1
C 0.18 0.01 2.09
C -0.77 0.27 1.24
C 0.80 -1.05 -0.84
C -0.34 -0.13 -0.57
O 1.05 1.92 -0.46
O -1.43 2.11 -0.49
O -0.21 1.81 -2.51
O 0.78 -2.23 -0.06
F -1.48 -0.71 -1.08
S -0.22 1.59 -1.08
H -0.09 0.44 3.10
H 1.06 -0.45 1.77
H -1.75 0.73 1.35
H 1.79 -0.59 -0.57
H 0.81 -1.35 -1.96
H -0.17 -2.38 0.08
*
```


Entry from the Open Molecules 2025 dataset: C4H6FO4Tb as an isolated structure at a distorted geometry (the ωB97M-V functional and the def2-TZVPD basis).

frontier orbital gap (spin up / spin down): 9.718 / 7.725 eV
⟨S²⟩: 15.77
DFT total energy: -37580.4620 eV

```
! wB97M-V def2-TZVPD RIJCOSX def2/J DEFGRID3
* xyz 1 8
O 0.52 0.12 -0.92
C 1.53 -0.76 -0.81
C 1.08 -1.87 0.14
O 0.21 -1.25 1.08
C -0.84 -0.62 0.51
O -1.67 -1.47 -0.08
O -1.22 0.48 0.97
C -2.68 -0.89 -0.92
H 1.90 -2.33 0.69
F 2.67 -0.15 -0.22
H 1.88 -1.16 -1.77
H 0.52 -2.63 -0.43
H -3.21 -1.73 -1.38
H -3.37 -0.28 -0.32
H -2.23 -0.25 -1.68
Tb 0.11 2.16 0.08
*
```


Entry from the Open Molecules 2025 dataset: C4H6GaMgO5 as an isolated structure at a distorted geometry (the ωB97M-V functional and the def2-TZVPD basis).

frontier orbital gap (spin up / spin down): 4.772 / 6.320 eV
⟨S²⟩: 0.78
DFT total energy: -72279.2633 eV
relative energy (zero: lowest compared OMol25 entry of this formula, charge and spin): 4.604 eV

```
! wB97M-V def2-TZVPD RIJCOSX def2/J DEFGRID3
* xyz 2 2
C -1.69 -0.67 -2.27
O -1.94 0.28 -1.51
O -2.03 -0.79 -3.41
Mg -3.30 1.63 -2.59
O 0.09 2.22 1.44
O 0.89 0.19 -1.09
C 0.91 -1.03 -0.60
C 1.23 -0.84 0.89
O 0.20 -0.05 1.46
C 0.55 1.19 2.18
Ga -0.39 1.18 -0.05
H -0.22 -1.36 -1.77
H 0.51 -2.07 -0.57
H 2.21 -0.34 1.00
H 1.26 -1.83 1.38
H 0.05 1.10 3.16
H 1.65 1.18 2.33
*
```


Entry from the Open Molecules 2025 dataset: C4H6HgLiO2 as an isolated structure at a distorted geometry (the ωB97M-V functional and the def2-TZVPD basis).

frontier orbital gap (spin up / spin down): 4.661 / 4.671 eV
⟨S²⟩: 0.76
DFT total energy: -12714.6941 eV
relative energy (zero: lowest compared OMol25 entry of this formula, charge and spin): 2.653 eV

```
! wB97M-V def2-TZVPD RIJCOSX def2/J DEFGRID3
* xyz 0 2
O -0.62 2.44 -0.88
C -1.40 1.99 0.07
C -1.72 0.58 -0.04
Li 1.58 -1.97 -1.64
Hg 2.64 -2.16 1.53
H -1.75 0.18 -1.08
H -2.59 0.23 0.54
C 1.15 -0.05 0.39
C -0.16 -0.54 0.73
O 1.48 -0.10 -1.00
H 1.36 0.96 0.77
H -0.42 -0.47 1.80
H -0.43 -1.52 0.33
H 0.85 0.43 -1.51
*
```


Entry from the Open Molecules 2025 dataset: a 2-piece molecular cluster, C4H6I2 overall at a distorted geometry (the ωB97M-V functional and the def2-TZVPD basis).

frontier orbital gap: 8.784 eV
DFT total energy: -20442.4287 eV
relative energy (zero: lowest compared OMol25 entry of this formula, charge and spin): 2.864 eV

```
! wB97M-V def2-TZVPD RIJCOSX def2/J DEFGRID3
* xyz 0 1
C -0.11 -0.06 -1.40
C 0.38 1.22 -0.63
C -0.68 0.27 -0.09
C 0.05 -1.25 1.43
I 2.33 1.08 0.25
I -2.69 0.93 0.20
H -0.66 0.21 -2.30
H 0.72 -0.77 -1.44
H 0.17 2.32 -0.78
H 0.69 -0.53 2.03
H 0.53 -1.76 0.63
H -0.72 -1.65 2.09
*
```


Entry from the Open Molecules 2025 dataset: one molecule with the formula C4H6I2O3 at a distorted geometry (the ωB97M-V functional and the def2-TZVPD basis).

frontier orbital gap (spin up / spin down): 7.384 / 7.735 eV
⟨S²⟩: 2.01
DFT total energy: -26583.6350 eV

```
! wB97M-V def2-TZVPD RIJCOSX def2/J DEFGRID3
* xyz 0 3
C -0.53 0.26 -1.41
C 0.56 0.21 0.02
C -0.72 1.66 -1.89
C 0.53 -0.87 1.02
O 1.64 -1.75 0.99
O -0.60 -1.58 0.89
O 0.59 -0.04 2.25
I -2.08 -1.05 -1.56
I 2.06 1.62 0.16
H 0.34 2.02 -1.78
H -1.50 2.18 -1.22
H -1.16 1.52 -2.91
H 1.54 -2.40 1.70
H -0.54 -2.37 1.43
H -0.14 0.57 2.32
*
```


Entry from the Open Molecules 2025 dataset: a 3-piece molecular cluster, C4H6IN overall at a distorted geometry (the ωB97M-V functional and the def2-TZVPD basis).

frontier orbital gap: 10.340 eV
DFT total energy: -13830.7374 eV
relative energy (zero: lowest compared OMol25 entry of this formula, charge and spin): 4.421 eV

```
! wB97M-V def2-TZVPD RIJCOSX def2/J DEFGRID3
* xyz 0 1
C -1.28 -0.28 -0.94
C -0.42 -1.10 -1.08
C 1.44 0.19 2.41
C 0.56 1.36 2.10
N 0.04 0.53 2.85
I 0.72 -5.25 0.81
H -2.25 0.29 -0.93
H -0.85 -4.84 0.94
H 0.49 -1.60 -1.18
H 1.37 -0.57 1.58
H 2.16 0.18 3.17
H 0.50 2.25 1.57
*
```


Entry from the Open Molecules 2025 dataset: C4H6INO2 as an isolated structure at a distorted geometry (the ωB97M-V functional and the def2-TZVPD basis).

frontier orbital gap (spin up / spin down): 8.320 / 8.319 eV
DFT total energy: -17926.9542 eV
relative energy (zero: lowest compared OMol25 entry of this formula, charge and spin): 3.659 eV

```
! wB97M-V def2-TZVPD RIJCOSX def2/J DEFGRID3
* xyz 0 1
C -0.44 0.25 -1.43
C 0.51 1.36 -0.80
C 0.46 -1.11 1.83
C 0.07 -0.31 0.65
N -0.84 -0.61 -0.29
O 0.68 0.87 0.54
O 1.27 -1.57 0.78
I -2.79 -0.41 0.41
H -1.09 0.70 -2.14
H 0.08 -0.37 -2.04
H 1.42 1.20 -1.26
H -0.03 2.27 -1.01
H 1.05 -0.46 2.67
H -0.36 -1.83 2.09
*
```


| no. | molecular weight (g mol⁻¹) |
| --- | --- |
| 1 | 101.1 |
| 2 | 101.1 |
| 3 | 135.2 |
| 4 | 135.2 |
| 5 | 119.2 |
| 6 | 119.2 |
| 7 | 151.2 |
| 8 | 151.2 |
| 9 | 136.1 |
| 10 | 169.2 |
| 11 | 296.0 |
| 12 | 228.1 |
| 13 | 293.6 |
| 14 | 307.9 |
| 15 | 355.9 |
| 16 | 195.0 |
| 17 | 227.0 |